# 1
DFT (the ωB97M-V functional and the def2-TZVPD basis) results for a molecular structure, C3H9O2 in a non-equilibrium geometry.

Kohn-Sham gap ... 7.64 eV
Lowest unoccupied orbital energy ... 4.48 eV
E_HOMO ... -3.2 eV
Max |F| ... 2.75 eV/A
Net charge ... -1

Last column: natural (NBO) charge in e.
Atoms and positions in Å:
H: -0.794288 1.420273 2.043383  0.097
O: 1.217182 -1.235297 -0.194862  -0.870
H: 1.047001 -0.715755 -2.126237  0.105
H: -0.816481 1.986515 -1.064018  0.185
H: -0.197767 -1.908485 -1.547795  0.134
H: -0.703670 3.143820 0.302164  0.157
C: -0.427201 2.093331 -0.034461  -0.662
O: -0.616495 -0.242646 0.847007  -0.903
C: -1.067977 1.012373 1.049641  0.024
H: 1.562338 -2.413203 -1.825209  0.111
H: 0.636884 1.907034 0.060796  0.208
H: 0.282649 -0.978997 0.548135  0.527
H: -2.177778 1.111710 0.916840  0.097
C: 0.861800 -1.615589 -1.448146  -0.209

Forces on atoms 1 to 3 (eV/Å):
H -0.139 0.087 0.015
O -0.023 -0.881 1.980
H -0.453 -0.867 -0.054

# 2
DFT (the ωB97M-V functional and the def2-TZVPD basis) results for a molecular structure, C29H30IIrN2O3PSe2 in a non-equilibrium geometry.

Kohn-Sham gap ... 7.27 eV
Lowest unoccupied orbital energy ... -2.86 eV
E_HOMO ... -10.1 eV
Max |F| ... 1.30 eV/A
Net charge ... +1

Last column: natural (NBO) charge in e.
Atoms and positions in Å:
H: -1.531224 -2.459146 0.538441  0.226
H: 6.301160 -3.165406 -0.571703  0.232
N: 2.876171 1.333892 0.088188  -0.143
H: 0.845614 3.479269 2.176596  0.229
H: 3.304845 3.078744 -0.550850  0.475
O: -1.701885 1.556495 -2.074369  -0.727
H: -2.360828 -3.542585 -3.514104  0.226
O: 3.400037 2.647537 0.310192  -0.569
C: 2.918973 -3.072449 -0.435969  -0.180
C: 0.654802 -1.122635 3.067306  -0.192
N: 0.763988 3.274562 0.130702  -0.492
H: -5.939282 -0.254908 0.473199  0.472
H: -3.192873 0.225312 -2.558291  0.171
C: -2.082888 -3.046344 -1.445961  -0.220
H: 0.010671 -3.546247 5.341282  0.225
P: 1.069719 -1.094056 0.311399  1.187
H: -3.707679 0.051083 1.083139  0.230
H: 4.320778 -4.612647 -0.928915  0.229
C: 1.023343 3.979338 1.233716  0.040
C: -5.185104 0.669840 -1.082837  -0.050
C: 5.126607 -1.452358 -0.058694  -0.177
C: 1.681087 5.878861 -0.048096  -0.174
H: -4.340536 3.294523 -0.605087  0.244
C: 0.279185 -3.869462 3.236672  -0.227
C: 2.722523 -1.745997 -0.061799  -0.361
I: 1.884145 6.289140 2.949323  0.230
C: 0.406438 -1.716379 4.299055  -0.197
C: 0.530867 -3.278720 2.010871  -0.139
H: 2.063412 -3.718019 -0.588528  0.224
H: -5.643237 1.380049 -1.772919  0.193
Se: -1.444373 0.936895 1.067783  0.324
C: 3.842297 -0.926110 0.105318  -0.030
H: 1.297946 -1.550750 -2.551134  0.215
C: -3.077986 1.226308 -2.122195  -0.058
H: -3.631725 1.933988 -2.750508  0.174
C: 0.213606 -3.084982 4.383492  -0.183
C: 1.374776 5.154704 -1.193222  -0.250
Se: -2.170590 3.121743 0.656801  0.176
C: -3.760605 1.179472 -0.753088  -0.140
H: 0.360597 -1.104163 5.190256  0.223
H: 2.052805 6.892477 -0.119404  0.244
C: -0.495381 -2.536259 -3.175610  -0.224
H: -2.837227 -0.740460 -0.246179  0.248
H: 1.484352 5.593546 -2.175089  0.242
H: 5.988227 -0.812529 0.086923  0.222
C: -3.905618 2.508752 0.013953  -0.564
Ir: 0.894623 1.080293 0.246627  -0.069
C: 0.914438 3.859916 -1.063873  0.044
C: 1.488636 5.284847 1.187720  -0.200
H: -5.123653 -0.296043 -1.593733  0.176
H: 0.804342 -0.052726 2.995386  0.232
C: -3.079299 0.216612 0.209699  -0.540
H: -4.554537 2.354463 0.871426  0.244
H: -0.208300 -2.547975 -4.219156  0.224
O: -6.042990 0.596380 0.039338  -0.709
C: 4.193579 -3.580413 -0.630053  -0.176
C: 5.303581 -2.771703 -0.432224  -0.192
C: -1.235522 -2.476736 -0.504001  -0.219
H: -3.029565 -3.471031 -1.133991  0.223
H: 0.576484 -3.900697 1.125288  0.207
H: 0.642099 3.257136 -1.919967  0.225
H: 4.739789 0.957153 0.741147  0.220
C: 3.819919 0.512047 0.378657  0.120
C: -0.005658 -1.950897 -0.886616  -0.392
C: 0.351789 -1.973761 -2.233475  -0.128
H: 0.134055 -4.939981 3.300557  0.224
H: -1.377871 1.588365 -2.979445  0.478
C: -1.710461 -3.082308 -2.781513  -0.195
C: 0.714589 -1.896886 1.912171  -0.400

Forces on atoms 1 to 3 (eV/Å):
H 0.021 -0.046 0.000
H -0.008 -0.006 0.000
N 0.838 0.176 0.979

# 3
DFT (the ωB97M-V functional and the def2-TZVPD basis) results for a molecular structure, C18H20F4O21Pb in a non-equilibrium geometry.

Kohn-Sham gap ... 8.34 eV
Lowest unoccupied orbital energy ... 0.42 eV
E_HOMO ... -7.9 eV
Max |F| ... 1.81 eV/A

Last column: natural (NBO) charge in e.
Atoms and positions in Å:
O: 0.328075 -2.348949 -0.902240  -0.571
O: 0.711019 4.716179 0.683878  -0.467
H: -2.911014 -4.200467 2.845603  0.177
O: -2.246407 3.778409 1.399717  -0.464
C: -3.108373 -3.997398 1.798926  0.433
H: 1.774775 -7.009390 -3.253988  0.219
C: 0.337002 -3.426839 -1.390280  0.999
C: 1.872966 5.455845 1.044656  -0.126
H: 2.539687 -6.014507 -2.061712  0.216
F: 5.781745 1.995766 -2.441708  -0.330
C: 1.091493 3.538188 0.163501  1.013
C: 5.462211 1.080953 -0.244918  -0.126
H: 4.733132 2.988138 -1.110694  0.147
O: 0.761733 1.124853 2.125637  -0.788
C: -3.248269 4.748930 1.599465  -0.133
O: 0.361303 -1.063426 2.115950  -0.819
H: 0.811735 -1.019052 4.137258  0.483
O: -4.335954 -2.804720 0.287425  -0.476
O: -2.686086 -1.384912 -0.298981  -0.543
O: -2.122041 1.269578 -1.715403  -0.809
F: 2.913000 3.914917 2.457146  -0.339
C: -4.538186 -3.612323 1.438980  -0.126
O: -2.203455 1.548789 1.161395  -0.569
H: -4.913245 4.059836 2.905497  0.157
O: -2.356871 -2.952840 1.289407  -0.468
O: 0.850623 -0.054389 4.056337  -0.711
C: 0.744440 -5.107869 -2.866360  0.069
O: 2.426711 3.351262 0.339832  -0.499
O: 2.209262 0.192628 -0.519734  -0.567
C: 0.657636 0.019399 2.696808  0.953
C: -2.781033 2.550176 1.394066  1.018
C: -3.090018 -2.291839 0.342019  0.987
F: -2.785931 -5.138239 1.077732  -0.359
C: -4.509736 3.934486 1.902398  0.440
C: 1.984602 -5.970992 -3.002174  -0.628
H: -1.069071 -6.051288 -2.203594  0.191
O: 3.785656 1.219169 -1.757686  -0.481
O: 1.121611 -3.815928 -2.415674  -0.480
O: -0.321994 0.273871 -2.544943  -0.794
H: 6.030741 1.653501 0.480559  0.206
O: -1.684600 1.391859 -3.915426  -0.710
H: 2.642183 -5.482384 -3.723717  0.227
H: 2.109762 6.142174 0.223811  0.190
C: 2.928054 4.366103 1.154404  0.433
H: 1.711951 6.054212 1.932756  0.224
O: 4.239319 0.627669 0.330046  -0.472
H: 0.254449 -6.386849 -1.115520  0.182
C: -0.191860 -5.604693 -1.730966  -0.089
O: -4.100477 2.612410 1.732785  -0.486
H: 6.021780 0.252527 -0.677629  0.204
H: -2.514880 1.869581 -3.808321  0.482
Pb: -0.328386 0.163421 -0.033671  1.558
H: 0.190976 -5.092248 -3.803939  0.186
C: 4.931054 1.951873 -1.384016  0.451
C: -1.372335 0.944196 -2.672870  0.957
F: -5.502961 4.221310 1.015500  -0.335
H: -5.010619 -3.020225 2.226317  0.194
O: -0.449193 -4.445991 -0.969935  -0.483
H: -2.987795 5.508543 2.332462  0.203
C: 3.294634 0.644195 -0.628750  1.013
O: 0.355610 2.740080 -0.308826  -0.558
H: -3.411385 5.296337 0.665749  0.209
H: 3.965182 4.577179 0.916784  0.169
H: -5.153939 -4.480786 1.228868  0.216

Forces on atoms 1 to 3 (eV/Å):
O 0.199 0.162 0.089
O 0.075 0.210 -0.066
H 0.217 0.205 0.038

> The highest lowest unoccupied orbital energy belongs to which entry?

C3H9O2

> Which formula does entry 2 have?

C29H30IIrN2O3PSe2